Record 1
ORCA calculation (ωB97M-V/def2-TZVPD) on a molecular structure, C25H45N2P3SSeTb in a non-equilibrium geometry.

Structure (XYZ):
```
78
Properties=species:S:1:pos:R:3:forces:R:3
C -0.3019 1.1979 7.7908 -0.5 -0.1 -0.8
H 2.3770 -0.5531 2.4840 0.0 0.2 0.1
H 0.8415 2.9487 1.5538 0.2 0.0 -0.2
H 1.7509 -1.4026 6.9236 0.0 0.1 0.1
C 1.3354 3.0196 -2.6538 0.1 0.2 0.4
H 2.1963 -2.0676 4.1901 -0.7 0.1 0.0
C 0.7335 0.2611 7.9010 0.2 -1.0 -0.5
H -0.5554 -3.6565 -0.4317 0.3 0.3 -0.2
H 1.4402 -2.6529 0.5425 -0.3 0.5 -0.5
C 0.0633 -0.6866 5.7801 1.1 0.2 -0.2
C -1.0105 -4.5681 -7.7256 0.2 0.1 0.5
C 1.9414 0.4218 -3.5765 0.1 -0.3 0.2
N 0.2317 -1.2489 4.4971 -1.0 0.1 -0.8
H -1.8243 3.5042 -1.6426 0.1 0.0 0.2
H 0.7694 -5.5578 -7.0038 -0.1 0.3 0.1
H 0.8218 -2.9206 3.3888 0.1 0.0 0.5
H 2.3157 3.0788 -2.1695 -0.2 0.0 -0.1
H -4.2427 2.1023 -0.6795 0.2 -0.3 0.0
H 0.6520 3.7249 -2.1684 0.1 -0.1 -0.1
H -1.1680 -2.2144 -2.8861 -0.4 -0.7 -0.8
H -0.4372 1.9251 8.5829 -0.1 0.0 -0.2
C -1.9217 -3.5409 -7.4700 0.0 0.2 0.5
Tb -0.3424 -0.7991 -1.0364 0.0 2.3 1.3
C 1.1337 -2.3783 4.2923 0.5 -0.2 0.0
C -0.7350 -2.8851 -5.4149 -0.5 -1.6 -1.0
C 0.9326 -0.6954 6.8834 -0.1 0.3 0.5
C -1.1184 1.2177 6.6540 -0.5 0.5 0.7
H -4.0196 0.3521 -0.3670 0.0 0.2 -0.2
H 1.3896 0.2899 8.7892 -0.4 -0.1 -0.7
H 4.1068 1.3419 0.6345 -0.1 -0.2 -0.4
C -1.8047 3.3597 -0.5561 0.4 0.1 -0.1
H 3.7717 -0.2298 -0.1539 0.1 0.3 -0.1
H 0.9659 -4.0877 -4.9804 0.3 -0.2 -0.1
H -1.3682 0.6557 -3.8535 0.2 0.5 0.0
H -1.8733 1.9838 6.4780 0.2 -0.1 0.4
P 0.6613 1.3238 -2.6064 0.0 0.2 -1.4
H 1.8136 0.6942 -4.6332 0.2 -0.1 0.2
H 3.2019 1.0296 2.5347 -0.3 -0.2 -0.1
H 1.0812 -2.9966 5.2074 -0.1 0.0 -0.7
H 1.4471 3.3057 -3.7110 -0.1 -0.2 0.3
H 3.5335 1.3073 -1.0581 0.0 -0.2 0.2
H -3.4911 1.0658 -1.9242 -0.2 0.0 0.2
H -0.8884 3.8039 -0.1423 -0.2 -0.1 -0.2
S -0.5458 -1.7538 -4.0326 0.1 0.0 -0.1
C 2.2461 0.5235 2.3308 -0.2 -0.5 0.3
H -1.3003 2.4290 -3.5709 0.2 -0.2 -0.1
C 1.3934 -2.7589 -0.5512 -0.9 -2.1 -0.7
H 2.6176 2.9792 1.4030 -0.3 -0.1 -0.2
C -3.5823 1.2385 -0.8441 0.1 -0.2 -0.2
P 1.7425 0.8822 0.5969 1.1 0.6 0.7
H -2.6676 3.8879 -0.1219 0.3 -0.2 -0.2
P -1.9285 1.5780 -0.1083 -1.3 1.0 0.3
C -0.7097 1.5378 -3.8198 -0.3 -0.2 0.1
H -1.1401 -5.2667 -8.5645 0.1 0.6 0.3
C 3.4540 0.8188 -0.0788 -0.1 -0.2 -0.3
H -3.0690 0.9521 1.9571 0.2 0.2 -0.1
H 1.5041 0.9039 3.0440 0.1 -0.2 -0.2
H 2.9489 0.6829 -3.2245 -0.3 0.0 -0.2
C -0.9452 0.2422 5.6874 0.5 0.6 -0.7
C -1.8039 -2.7408 -6.3128 -0.1 0.2 -0.4
H -2.1479 0.7593 4.0084 0.0 -0.1 -0.1
C -0.6806 -0.7002 3.6107 0.6 0.2 2.1
C 0.2811 -3.3772 -1.1006 2.0 -0.9 0.8
H 2.3380 -2.5994 -1.0938 -0.6 -0.1 0.0
C -2.5114 1.8381 1.6232 0.2 -0.2 0.4
H 1.6101 3.2781 -0.0380 -0.1 -0.1 0.3
H -2.7560 -3.3626 -8.1571 0.3 -0.1 0.4
N -1.3732 0.2181 4.3573 0.0 -0.8 -0.9
H 0.2357 -3.8773 -2.0957 0.3 0.9 0.7
H -1.6516 1.9929 2.2863 -0.1 0.0 -0.1
H -3.1630 2.7227 1.6991 0.2 -0.3 -0.2
H -2.5523 -1.9863 -6.1305 -0.1 0.1 0.0
C 0.0605 -4.7466 -6.8360 -0.4 0.4 0.5
C 0.1749 -3.9302 -5.6968 0.1 0.2 0.2
C 1.6840 2.7038 0.8926 -0.5 0.1 -0.3
H -0.2681 1.6504 -4.8165 -0.1 0.1 0.1
H 1.8236 -0.6698 -3.4861 0.1 0.4 -0.1
Se -1.0469 -1.2428 1.7986 0.0 -0.5 0.8
```
Forces are in eV/Å.

Calculated values
Total charge   +3
2S+1   7
Gap between HOMO and LUMO (alpha / beta)   4.579 / 6.309 eV
⟨S²⟩   12.661
Highest occupied orbital energy (alpha / beta)   -15.99 / -16.05 eV
M   736.52 u
Energy above the lowest of the compared OMol25 structures with the same formula, charge and spin   252.00 kJ/mol
Energy   -156090.9097 eV



Record 2
ORCA calculation (ωB97M-V/def2-TZVPD) on C2H3N5O in the gas phase in a non-equilibrium geometry.

Structure (XYZ):
```
11
Properties=species:S:1:pos:R:3:forces:R:3
H 0.4899 1.5183 0.6120 -4.0 -1.1 -1.8
N -2.3993 0.2680 -0.3140 2.3 5.2 1.1
H 2.0605 0.9560 0.3193 0.6 -3.8 -1.9
N -0.3805 1.0251 0.0191 3.4 1.5 2.0
C -1.5538 -0.7867 -0.1326 -1.8 -4.4 1.7
N -0.1867 -0.3739 -0.0126 -4.5 1.6 0.4
O -2.1618 -1.8257 0.1539 2.9 0.5 -1.0
N -1.7069 1.3655 0.0164 0.5 -2.9 -1.4
N 0.9583 -1.0113 -0.0649 2.7 2.2 -1.3
C 2.0571 -0.2485 -0.1133 -3.5 0.6 1.8
H 2.8233 -0.8870 -0.4833 1.5 0.5 0.4
```
Forces are in eV/Å.

Calculated values
Gap between HOMO and LUMO   8.275 eV
Highest occupied orbital energy   -9.42 eV
M   113.08 u
Energy above the lowest of the compared OMol25 structures with the same formula, charge and spin   626.40 kJ/mol
Energy   -11614.3377 eV



Record 3
ORCA calculation (ωB97M-V/def2-TZVPD) on a gas-phase ion, C5H10NO2 (charge -1) in a non-equilibrium geometry.

Structure (XYZ):
```
18
Properties=species:S:1:pos:R:3:forces:R:3
H -1.3474 -0.9043 -0.2962 -0.4 0.2 -0.3
H 1.4018 -0.6538 -2.1292 0.2 0.6 0.5
O 0.4422 2.5586 -1.9033 0.0 0.3 0.1
H 1.0811 -1.2979 1.1149 0.2 -0.2 0.3
C -0.9895 0.0647 0.0555 0.7 -0.2 0.3
C 0.0052 1.4042 -2.0434 -0.4 -0.8 0.9
H 0.6782 -1.1035 2.9171 0.1 -0.5 -0.2
H 1.3307 0.2104 2.0263 0.3 -0.1 -0.3
C 0.2216 0.4027 -0.8022 0.8 0.8 -1.2
H 1.0148 0.8741 -0.2128 -0.2 0.1 0.2
C 0.6953 -0.6687 1.9142 -0.3 0.7 0.4
H -0.9614 0.6983 2.1754 0.4 0.2 -0.2
N 0.8096 -0.8363 -1.3181 0.7 -1.1 -0.4
H -1.5056 -0.8651 1.8515 0.4 -0.3 0.3
H -1.7587 0.8198 -0.0806 -0.2 0.0 0.1
H 0.1260 -1.3950 -1.8111 -0.8 0.1 0.3
O -0.5467 0.8678 -3.0257 -0.1 0.0 -0.3
C -0.6972 -0.1760 1.5677 -1.4 0.3 -0.3
```
Forces are in eV/Å.

Calculated values
Total charge   -1
Gap between HOMO and LUMO   7.533 eV
Highest occupied orbital energy   -3.69 eV
M   116.14 u
Energy above the lowest of the compared OMol25 structures with the same formula, charge and spin   67.79 kJ/mol
Energy   -10933.5621 eV



Record 4
ORCA calculation (ωB97M-V/def2-TZVPD) on a molecular structure, C28H40N4O7PS2Zr in a non-equilibrium geometry.

Structure (XYZ):
```
83
Properties=species:S:1:pos:R:3:forces:R:3
O -0.9567 2.2729 3.8515 0.1 0.0 0.2
H 0.9044 -3.8254 -0.5299 0.0 0.0 0.0
H 4.0304 3.8673 -0.6254 0.0 0.0 0.0
O 2.2319 -0.3579 1.5727 -0.2 0.0 0.1
H -4.0383 -3.9736 3.6650 0.1 -0.1 0.0
H 5.3919 2.4751 4.7129 0.0 0.0 0.0
H -9.3354 -2.1677 4.4185 0.0 0.0 0.0
Zr 0.3533 0.2399 0.3996 -0.3 0.0 -0.3
H -3.7106 -0.2167 3.5709 0.0 0.0 0.0
H 3.8742 4.2888 5.3731 0.0 0.0 0.0
C 1.7236 2.3801 3.6734 0.0 -0.1 0.1
C -9.2841 -1.4641 3.5910 0.0 0.0 -0.1
C -4.1932 -2.9785 3.2709 0.0 0.0 -0.3
H -3.8092 0.6974 1.3095 0.0 0.0 0.0
H 2.9629 2.0533 0.5788 0.0 0.0 0.1
H 3.1365 4.6203 -2.8105 0.0 0.0 0.0
C 3.1500 3.3957 -1.0454 0.1 0.0 -0.1
H 0.0783 1.6626 -2.5872 0.0 0.0 0.0
P -2.0811 1.4870 -0.2095 0.0 0.1 -0.4
N -2.9678 -4.6736 0.9351 -0.8 0.6 -0.7
H 3.0813 -0.6679 -0.8146 0.0 0.0 0.1
C -5.5583 -2.8941 2.5614 0.2 0.0 0.0
C 2.5713 1.3395 3.3048 -0.1 0.0 0.0
H -3.2238 -0.3510 -1.2951 0.0 0.0 0.0
H -3.0782 2.2070 1.8856 0.0 0.0 0.0
H -3.8004 1.2252 -1.8921 0.0 0.0 0.0
C 2.5265 2.3608 -0.3660 -0.1 0.0 0.0
C 1.8022 0.3441 2.5224 0.0 0.0 0.2
H 1.3827 -2.5687 -2.4892 -0.1 0.0 -0.1
H -2.2410 0.5658 -2.4408 0.0 0.0 0.0
C 2.1503 3.4601 4.4099 0.0 0.1 -0.1
H -4.2232 2.2326 0.5263 -0.1 0.0 0.0
C -2.5366 -3.3672 1.3450 0.0 -0.3 0.3
H -8.2570 -2.8332 2.2261 -0.1 0.1 0.1
C -8.1493 -1.8258 2.6361 -0.1 0.0 0.0
H -2.2936 -0.8271 4.4269 0.0 0.0 -0.1
O -6.0113 -0.4701 3.3419 0.0 -0.1 0.1
C 1.4995 -1.9910 -1.5701 0.0 0.0 0.1
C -2.6509 -0.4492 3.4646 0.0 -0.1 0.0
C 2.7958 -1.1918 -1.7280 -0.1 -0.1 -0.1
H 2.6254 -3.4878 -0.4652 0.0 0.0 0.0
H 1.4806 4.2663 4.6832 0.0 -0.1 0.0
C 1.5430 3.1793 -2.8152 0.0 0.0 0.0
H 1.5316 -2.5821 0.5553 0.0 0.1 0.1
C 1.6386 -3.0214 -0.4401 0.0 0.0 -0.1
S -6.5921 -1.7895 3.4909 -0.1 0.1 0.2
C 1.3854 1.7145 -0.8684 0.1 0.2 -0.1
H -1.4360 3.2087 -1.7888 0.0 0.0 0.0
C 0.2433 -1.0718 -1.4093 0.2 -0.6 0.1
H 4.5687 0.5585 3.3495 0.0 0.0 0.0
H -6.0344 -3.8696 2.4878 0.0 0.1 0.0
N 0.4599 0.4156 2.7080 0.3 0.1 0.1
H -5.4690 -2.4516 1.5684 0.0 -0.1 0.0
O 0.0625 2.4948 1.6081 -0.2 0.1 0.4
C -1.9041 3.1965 -0.8078 0.0 0.0 0.0
H -1.2778 3.7649 -0.1238 0.0 0.0 0.0
N -1.4899 -1.4144 1.4369 0.2 -0.2 -0.5
H -8.0422 -1.1081 1.8220 -0.1 -0.1 0.0
H -10.2274 -1.4896 3.0481 0.0 0.0 0.0
C 3.4939 3.4659 4.7808 0.1 0.0 0.0
H -9.1518 -0.4631 4.0006 0.0 0.0 0.0
H 1.1609 3.4843 -3.7825 0.0 0.0 0.0
H -0.6538 -1.6925 -1.4871 -0.1 0.0 0.0
H -2.8924 3.6529 -0.8696 0.0 0.0 0.0
C -1.5608 -2.6235 0.7883 0.1 0.3 0.0
C -3.4238 1.6675 1.0025 0.2 -0.1 0.1
C 2.6533 3.8134 -2.2729 0.0 0.0 0.0
H -4.1347 -2.2821 4.1013 -0.1 0.0 0.1
C 0.9299 2.1466 -2.1212 0.1 0.0 0.0
C -2.4137 -1.4633 2.4024 0.2 0.2 0.2
H -0.9299 -2.9071 -0.0286 0.0 0.0 0.0
C -2.9203 0.6549 -1.5924 0.0 -0.1 0.0
C 3.9049 1.3594 3.6482 0.1 0.0 0.0
C 4.3548 2.4377 4.4054 0.0 0.1 0.0
H 0.2035 -0.4294 -2.2914 0.0 0.2 0.0
O -6.7541 -2.3510 4.8083 0.1 0.1 -0.1
H 3.6183 -1.8651 -1.9789 0.0 0.0 0.0
H 2.7114 -0.4469 -2.5207 0.0 0.0 0.0
H -2.1080 0.4569 3.2479 0.0 0.1 0.0
O -3.9869 -5.1138 1.4423 0.3 -0.2 0.3
N -3.0819 -2.6330 2.3755 -0.2 -0.1 0.1
S 0.1439 2.0027 2.9925 0.1 0.1 -0.1
O -2.3800 -5.1651 -0.0018 0.3 -0.2 0.3
```
Forces are in eV/Å.

Calculated values
Total charge   +1
Gap between HOMO and LUMO   7.896 eV
Highest occupied orbital energy   -11.48 eV
M   730.98 u
Energy above the lowest of the compared OMol25 structures with the same formula, charge and spin   105.53 kJ/mol
Energy   -82209.8251 eV